Model a:
22
Properties=species:S:1:pos:R:3 method="wB97M-V/def2-TZVPD" homo_lumo_gap_ev=9.589 smiles=C[C@H](CN)NCO.O
C -1.83783 -0.87800 1.66726
N -0.84048 -1.73955 2.34370
C -1.42620 -0.56844 0.25276
C -2.51834 0.22981 -0.47018
N -0.12930 0.06548 0.22072
C 0.69477 0.04892 -0.92414
O 0.74799 1.36267 -1.54690
H -2.08469 -0.05838 2.34608
H -2.77502 -1.41715 1.61655
H -0.08985 -2.04631 1.74481
H -1.28837 -2.52499 2.78187
H -1.39894 -1.54336 -0.25227
H -3.48117 -0.03756 -0.03786
H -2.40336 1.29745 -0.25352
H -2.50972 0.14157 -1.55488
H 0.14769 0.56049 1.05589
H 0.30302 -0.67443 -1.65158
H 1.70674 -0.25466 -0.63927
H 0.95179 1.18502 -2.47217
H 4.11376 0.95320 -0.34453
H 4.08348 2.03244 -1.52023
O 4.47061 1.21276 -1.19357

***

Model b:
22
Properties=species:S:1:pos:R:3 method="wB97M-V/def2-TZVPD" homo_lumo_gap_ev=7.915 smiles="CC/C(N)=C/N.O.O"
C -0.35151 2.28971 -0.22511
C -0.42810 1.35077 -1.47402
C -0.54074 -0.14468 -1.18569
C -1.38481 -0.62779 -0.27912
N -1.45890 -1.98588 0.11069
N 0.36844 -1.04174 -1.85657
H -1.15063 3.04146 -0.34941
H 0.67552 2.63029 -0.12607
H -0.76962 1.71503 0.59301
H 0.33058 1.62432 -2.20933
H -1.35590 1.53938 -2.04280
H -2.08514 -0.02825 0.29092
H -0.66815 -2.55102 -0.15330
H -1.50056 -1.93914 1.11982
H 1.34103 -0.83693 -1.67386
H 0.18664 -1.10244 -2.84740
H 1.97729 0.50014 3.09220
H 1.24578 0.89733 1.89836
O 1.57183 1.28941 2.71278
H 1.67284 -2.58203 0.90264
H 1.33539 -1.89970 2.27716
O 0.98871 -2.13824 1.42509

***

Model c:
22
Properties=species:S:1:pos:R:3 method="wB97M-V/def2-TZVPD" homo_lumo_gap_ev=9.802 smiles=NC[C@H](N)CCO.O
N 0.81907 -1.90939 -0.27940
C 0.28383 -0.54902 -0.33689
C -0.56668 -0.24915 0.89860
C 0.24882 0.11943 2.12338
O 1.02320 -0.95488 2.64383
C -0.39992 -0.15889 -1.63065
N 0.37745 -0.65410 -2.76862
H 0.99298 -2.20795 -1.23462
H 0.10340 -2.52350 0.09875
H 1.26577 -1.53689 1.91197
H 1.12340 0.13781 -0.21917
H -1.27703 -1.05535 1.10995
H -1.23732 0.58753 0.68860
H 0.92081 0.93464 1.84512
H -0.41118 0.44400 2.91466
H -0.50085 0.92672 -1.66350
H -1.42938 -0.51167 -1.71437
H -0.11462 -0.79477 -3.64273
H 1.13774 -0.02667 -2.99645
H -1.56893 3.52804 0.79156
H -0.00313 3.44978 0.89236
O -0.78742 3.00428 0.56763

***

Name the most stable of them. model c.

***

Model a:
16
Properties=species:S:1:pos:R:3 method="wB97M-V/def2-TZVPD" homo_lumo_gap_ev=9.394
C 0.93045 0.21213 -0.90079
C 1.15558 -0.79169 0.17600
C 0.41485 -0.08276 -2.28748
C -1.95812 1.34314 1.96542
C -1.84542 0.16787 2.93936
O 2.19567 -0.23068 -0.50564
F -2.71099 0.32385 3.91691
H 0.49571 1.19582 -0.49644
H 1.11456 -1.80873 -0.09905
H 1.02617 -0.61142 -3.00255
H -0.07734 0.85533 -2.66534
H -0.38860 -0.67839 -2.13888
H -1.83509 0.93403 0.98638
H -0.94021 1.83897 2.18230
H -2.96033 1.75132 2.10863
H 1.10264 -0.50657 1.25397

***

Model b:
16
Properties=species:S:1:pos:R:3 method="wB97M-V/def2-TZVPD" homo_lumo_gap_ev=10.331
C -1.40548 0.20702 0.55918
C -0.73970 1.42085 0.05608
C 0.56272 1.61856 -0.08830
C 1.63285 0.50299 -0.28182
C 1.44588 -0.82283 0.43599
H -1.07263 -1.13275 -0.78472
H -2.39265 0.36568 1.12398
H -0.64139 -0.11346 1.28030
H -1.46962 2.12406 -0.32866
H 1.16469 2.36532 -0.58799
H 2.62691 0.84747 0.21233
H 1.68676 0.36688 -1.50216
H 1.18828 -0.64110 1.53422
H 2.31682 -1.37069 0.36248
O -1.95132 -0.71139 -0.45238
F 0.35842 -1.63109 -0.19750

***

Name the most stable of them. model b.

***

Model a:
16
Properties=species:S:1:pos:R:3 method="wB97M-V/def2-TZVPD" homo_lumo_gap_ev=10.698 smiles="C[C@H](F)[C@H](C)C=O"
C -1.44401 -0.37536 0.68694
C -0.81397 1.82081 -0.07808
C 1.38490 -1.57946 -0.52932
C -0.42496 0.26316 -0.19268
C 1.00912 -0.16092 0.08969
O -2.58123 -0.47665 0.44903
F 1.14710 -0.23837 1.38702
H -1.02738 -0.59643 1.73743
H -0.57898 2.11482 0.89431
H -0.42782 2.48091 -0.90891
H -1.85369 1.84621 -0.08131
H 1.89515 -1.63856 -1.49213
H 2.06616 -2.03763 0.10373
H 0.49254 -2.06672 -0.65345
H -0.68723 0.00595 -1.15421
H 1.84430 0.63825 -0.25806

***

Model b:
16
Properties=species:S:1:pos:R:3 method="wB97M-V/def2-TZVPD" homo_lumo_gap_ev=9.225
C -1.76410 -1.61248 -0.88653
C -0.80666 0.25291 0.91296
C 0.38420 0.63431 0.43836
C 1.34009 1.51554 1.22900
C 1.03526 0.14839 -0.87775
H -1.70191 -1.08291 -1.97057
H -0.77344 -2.33477 -0.61103
H -2.65704 -2.41005 -0.76857
H -1.47863 0.30050 1.78938
H 2.24109 2.05228 0.31813
H 2.00479 0.77098 2.24488
H 0.37642 2.54053 1.57676
H 2.21809 -0.09073 -0.60398
H 0.59514 -0.90324 -1.03602
O -1.70243 -0.58409 0.22966
F 0.68914 0.80284 -1.98467

***

Name the most stable of them. model a.

***

Model a:
16
Properties=species:S:1:pos:R:3 method="wB97M-V/def2-TZVPD" homo_lumo_gap_ev=10.786 charge=+1
C 1.94830 0.43662 0.61513
C 0.73311 0.61647 -0.25310
C -0.59188 0.55771 0.37894
N -1.58752 1.26243 -0.09180
N -1.00459 -1.57634 0.03730
N 1.54065 -0.59479 -0.28097
H 2.82886 1.03329 0.40882
H 1.79010 0.21505 1.66188
H 0.79291 1.29337 -1.10130
H -0.63041 0.27468 1.42495
H -1.57210 1.64405 -1.03001
H -2.45177 1.36200 0.42380
H -1.33238 -2.03231 0.87885
H -1.66933 -1.73935 -0.71472
H 2.11248 -0.69166 -1.11461
H -0.07033 -1.89776 -0.20634

***

Model b:
16
Properties=species:S:1:pos:R:3 method="wB97M-V/def2-TZVPD" homo_lumo_gap_ev=5.355 charge=+1
C -3.00495 -0.56636 0.37497
C -1.91434 0.13476 0.67435
H -3.98694 -0.10875 0.43827
H -2.98018 -1.62449 0.13820
H -1.92740 0.94353 1.39848
H -1.00093 0.00645 0.08100
N 2.18211 -0.71478 -1.00127
C 1.08693 -0.09637 -0.38575
N 0.76869 1.11768 -1.05636
N 1.53040 0.09468 1.12599
H 2.87644 0.01732 -0.87347
H 2.37403 -1.56772 -0.48320
H 1.68995 1.50479 -1.26518
H 0.34176 0.78856 -1.92604
H 0.82342 0.83544 1.22709
H 1.14101 -0.76474 1.53293

***

Model c:
16
Properties=species:S:1:pos:R:3 method="wB97M-V/def2-TZVPD" homo_lumo_gap_ev=11.353 charge=+1
C -1.73565 -0.63808 0.61667
C -0.52644 -0.53153 -0.24783
C 0.69131 0.02205 0.42381
N 0.81689 1.28340 0.63059
N 1.63476 -0.77660 0.70022
N -1.54398 0.36633 -0.51598
H -2.40606 -1.52910 0.65036
H -1.65078 -0.08918 1.50003
H -0.24445 -1.33846 -0.82718
H 0.91209 0.77270 -1.98952
H 0.29687 2.06893 0.20915
H 1.50606 1.52847 1.27391
H 1.40321 -1.76507 0.42132
H 2.44957 -0.59039 1.28965
H -2.15492 0.09355 -1.36210
H 0.55151 1.12296 -2.77310

***

Name the most stable of them. model a.

***

Model a:
16
Properties=species:S:1:pos:R:3 method="wB97M-V/def2-TZVPD" homo_lumo_gap_ev=9.215 charge=+1
C -2.06783 -0.17841 -0.16428
C 2.62280 -0.21704 -0.07081
C 1.20410 -0.12886 0.49091
N -1.47944 0.87847 0.20575
N -3.36544 -0.35742 0.07016
N 0.46020 0.88303 -0.22932
H -1.57011 -1.00080 -0.68357
H 2.61321 -0.47795 -1.12683
H 3.15338 0.72336 0.05158
H 3.15889 -0.99508 0.46635
H 1.22093 0.13371 1.54909
H 0.70960 -1.09455 0.37064
H -3.84566 -1.16246 -0.28870
H -3.89478 0.36938 0.52987
H 0.61183 1.84264 0.07244
H 0.46833 0.78196 -1.24328

***

Model b:
16
Properties=species:S:1:pos:R:3 method="wB97M-V/def2-TZVPD" homo_lumo_gap_ev=9.491 charge=+1
C 0.96520 -0.46456 -0.14697
C 2.33669 -0.10722 -0.09471
C -0.46762 -0.51062 -2.09982
N -0.15766 -0.42393 0.41321
N -0.05854 -1.15935 -0.94353
N -1.78222 0.65792 2.14232
H 2.32731 1.04373 -0.13527
H 2.91439 -0.50632 0.70133
H 2.92152 -0.17891 -1.04254
H -0.69250 0.59394 -1.70497
H 0.10868 -0.47583 -2.98559
H -1.41083 -1.00989 -2.35100
H -1.27084 0.13828 1.37066
H -2.37459 1.28231 1.67401
H -1.00561 1.18827 2.59239
H -2.35337 -0.06782 2.61047

***

Name the most stable of them. model a.

***

Model a:
16
Properties=species:S:1:pos:R:3 method="wB97M-V/def2-TZVPD" homo_lumo_gap_ev=11.290 smiles=C[NH2+][C@@]1(N)CN1 charge=+1
C -1.35227 -1.18762 0.76577
C -0.07802 -0.51465 0.42100
C 0.78485 1.50380 -1.13490
N -0.35914 -1.80881 -0.03521
N 0.90339 -0.06581 1.25957
N -0.35079 0.52759 -0.86187
H -1.52777 -1.47768 1.82486
H -2.25800 -0.89927 0.24700
H 0.88753 2.24194 -0.35381
H 1.55129 0.86428 -1.08409
H 0.68431 1.93822 -2.08273
H 0.16670 -2.52953 0.28440
H 1.87102 -0.47364 1.10385
H 0.85162 0.79397 1.74651
H -0.66083 -0.05132 -1.63315
H -1.11390 1.13853 -0.46718

***

Model b:
16
Properties=species:S:1:pos:R:3 method="wB97M-V/def2-TZVPD" homo_lumo_gap_ev=10.788 charge=+1
C 2.28624 -0.47681 -0.12295
C -3.04814 -1.30070 -0.19105
C 0.24913 2.06991 0.42127
N 1.28593 0.04579 -0.47352
N 3.25149 -1.19546 0.29692
N 0.40809 0.97294 -0.53430
H -3.44276 -0.52071 -0.83355
H -2.05910 -1.31976 -0.22955
H -3.20559 -1.04183 0.84303
H -3.44261 -2.37473 -0.26361
H 1.03160 1.95500 1.04032
H 0.27508 3.00207 -0.10603
H -0.61618 2.16395 1.01531
H 3.08038 -2.08510 0.74448
H 4.09284 -1.14087 -0.30383
H -0.14641 1.24631 -1.30296

***

Model c:
16
Properties=species:S:1:pos:R:3 method="wB97M-V/def2-TZVPD" homo_lumo_gap_ev=9.604 charge=+1
C -0.72098 0.39903 0.19107
C -2.83994 -0.69412 -0.04811
C 2.46625 -0.41136 -0.50076
N 0.29572 -0.35833 0.45141
N -0.71980 1.68158 0.02566
N 1.59431 0.20046 0.48677
H -3.13424 -0.68453 0.98524
H -2.49392 -1.62012 -0.46558
H -3.28953 0.01807 -0.71155
H 2.59904 -1.48870 -0.35353
H 2.05433 -0.23404 -1.49369
H 3.43432 0.07611 -0.43356
H 0.18259 -1.36912 0.52895
H -1.56599 2.19633 -0.16146
H 0.15438 2.20047 0.07650
H 1.98346 0.08829 1.42263

***

Model d:
16
Properties=species:S:1:pos:R:3 method="wB97M-V/def2-TZVPD" homo_lumo_gap_ev=11.112 charge=+1
C 2.09093 -1.59595 -0.45559
N 1.29384 -1.81530 0.57738
H 1.66855 -1.01377 -1.25674
H 3.17072 -1.91218 -0.53505
H 1.85951 -2.32423 1.32091
C -0.44791 1.84632 1.24057
N -1.48574 -0.43464 -1.40840
C -0.99840 0.06589 -0.26945
N -0.82721 1.30355 -0.04489
H 0.52750 2.34861 1.18932
H -0.26474 1.05402 1.95979
H -1.26157 2.48585 1.57244
H -1.69399 0.05123 -2.27003
H -1.68105 -1.43895 -1.50250
H -0.87349 -0.56623 0.63624
H -1.07694 1.94578 -0.75401

***

Name the most stable of them. model d.

***

Model a:
16
Properties=species:S:1:pos:R:3 method="wB97M-V/def2-TZVPD" homo_lumo_gap_ev=9.645 charge=+1
C 1.93274 0.23461 0.29802
C -1.92378 1.23170 -0.39912
C -1.25449 -0.91526 0.30886
N 1.18405 0.85571 0.94822
N 3.03383 -0.27578 -0.14811
N -1.16917 0.33316 0.46340
H 0.99952 -1.29251 -0.43303
H -2.98205 1.15617 -0.08132
H -1.51524 2.17408 -0.25282
H -1.93097 0.87170 -1.44963
H 0.23380 -1.58409 -0.24549
H -0.92140 -1.42675 1.25961
H -1.69766 -1.40440 -0.58003
H 2.96278 -0.90667 -0.93564
H 3.73462 0.34802 -0.05471
H -0.68658 0.60031 1.30179

***

Model b:
16
Properties=species:S:1:pos:R:3 method="wB97M-V/def2-TZVPD" homo_lumo_gap_ev=10.188 charge=+1
C 0.45381 -0.69632 0.59728
C 0.31224 -1.80845 1.79580
C -0.59013 1.60823 -1.25186
N -0.74438 -0.74159 0.33580
N 1.65210 -0.24693 0.36635
N -1.26389 0.32265 -1.26979
H 1.12813 -2.41487 1.54182
H 0.33899 -1.26590 2.72099
H -0.58581 -2.34998 1.78525
H 0.31779 1.60859 -1.67412
H -1.23453 2.22203 -1.87862
H -0.53803 2.08731 -0.36083
H 2.50157 -0.26108 0.94789
H 2.01783 0.32373 -0.39829
H -2.22879 0.32169 -1.07021
H -1.19502 -0.09218 -2.28303

***

Name the most stable of them. model b.

***

Model a:
16
Properties=species:S:1:pos:R:3 method="wB97M-V/def2-TZVPD" homo_lumo_gap_ev=7.584 charge=+1
C 1.41313 0.53645 1.21160
N 1.97588 1.68107 0.92000
H 2.05495 -0.32041 1.31903
H 0.40438 0.47171 1.60149
H 1.38798 2.50865 0.94642
H 2.92545 1.87209 1.23017
C -0.66927 -0.14141 -0.82661
C -1.43137 -1.09267 -0.28088
N -2.79903 -1.17491 -0.39370
N 0.77261 -0.23596 -0.74842
H -1.09829 0.71488 -1.33428
H -0.96367 -1.86047 0.32309
H -3.14997 -2.11646 -0.37454
H -3.17694 -0.68583 -1.18853
H 1.15966 -0.82443 -1.48873
H 1.19449 0.66772 -0.91611

***

Model b:
16
Properties=species:S:1:pos:R:3 method="wB97M-V/def2-TZVPD" homo_lumo_gap_ev=9.072 charge=+1
C 2.94889 -0.56286 0.01266
C -2.22103 -1.98399 -1.63713
C -1.47988 -1.50294 -0.39746
N 1.84389 -0.66291 0.33168
N 4.20035 -0.14048 -0.17035
N -2.08107 -1.25830 0.68115
H 0.69616 3.03484 5.23312
H -1.90634 -1.25552 -2.39798
H -1.84584 -2.96848 -2.03837
H -3.30271 -1.89878 -1.38591
H 0.79109 2.61443 4.52707
H -0.40951 -1.32965 -0.51415
H 4.64235 0.24129 0.60984
H 4.74622 -0.90782 -0.44970
H -3.11274 -1.33090 0.53145
H -1.84544 -1.09003 1.60224

***

Name the most stable of them. model a.